A 5-piece molecular cluster, C28H56B3IO12S4 overall, computed with ωB97M-V with the def2-TZVPD basis set.

```
104
Properties=species:S:1:pos:R:3:lowdin_charge:R:1
C -1.28678 3.49372 4.35663 -0.090
O -2.59473 3.86278 3.94734 -0.175
C -3.63518 3.04870 4.49744 -0.079
B -3.56302 1.62351 3.82934 -0.488
O -4.09392 1.32230 2.56885 0.212
B -4.89196 0.20598 2.60609 -1.153
I -6.80365 0.18653 1.69807 0.949
O -4.43334 -0.87636 3.30785 0.218
B -3.14450 -0.65726 3.81946 -0.504
C -1.98055 -1.67443 3.65535 -0.058
C -2.37021 -3.02176 3.02555 -0.145
C -2.41665 -3.05986 1.46809 -0.314
C -3.77815 -3.60287 0.96189 -0.043
C -2.18595 -1.68752 0.82230 -0.157
C -1.83950 -1.78110 -0.68306 -0.174
C -2.49023 -0.64278 -1.42248 -0.088
C -2.08365 0.62961 -1.28816 -0.331
C -0.62269 1.01471 -1.17657 -0.042
C -3.07927 1.75820 -1.24685 -0.057
O -2.97265 0.55615 4.48615 0.300
H -0.75850 3.08181 3.49590 0.063
H -0.74670 4.37748 4.69638 0.096
H -1.29871 2.74923 5.15770 0.093
H -3.52729 2.95730 5.58490 0.122
H -4.57730 3.55468 4.28634 0.126
H -1.62756 -1.85479 4.68143 0.129
H -1.14347 -1.19808 3.14697 0.076
H -3.32539 -3.33710 3.44521 0.102
H -1.63477 -3.75799 3.35985 0.110
H -1.65137 -3.73778 1.08535 0.125
H -4.34725 -2.83099 0.43953 0.081
H -3.64368 -4.44504 0.28560 0.055
H -4.40091 -3.94729 1.78874 0.073
H -3.10674 -1.10385 0.88789 0.107
H -1.35472 -1.14858 1.27261 0.091
H -0.74598 -1.70182 -0.76151 0.114
H -2.06893 -2.75868 -1.10969 0.071
H -3.30441 -0.87394 -2.10798 0.110
H -0.18448 0.90093 -0.18125 0.065
H -0.02727 0.46357 -1.90025 0.082
H -0.52687 2.07610 -1.41098 0.056
H -2.85458 2.55948 -1.96025 0.068
H -4.08435 1.39342 -1.46187 0.075
H -3.05638 2.17961 -0.23856 0.085
C 1.41767 -0.53799 2.47251 -0.194
C 2.87922 -0.43137 2.01945 -0.210
C 3.20790 1.06004 1.88928 -0.308
S 2.13548 1.91573 3.05720 0.689
O 1.22579 2.74548 2.30805 -0.319
O 2.91496 2.46668 4.13513 -0.320
C 1.25552 0.45729 3.61830 -0.213
H 1.16336 -1.54902 2.78732 0.121
H 0.75471 -0.26594 1.64656 0.103
H 3.52859 -0.88934 2.76821 0.135
H 3.04607 -0.95242 1.07693 0.067
H 4.23982 1.29273 2.14247 0.096
H 2.96913 1.44615 0.90004 0.023
H 0.22236 0.72769 3.83012 0.091
H 1.74732 0.11059 4.52695 0.113
C -0.34050 -4.87398 -4.78403 -0.219
C -1.24474 -6.11351 -4.72802 -0.213
C -1.16892 -6.67191 -3.30215 -0.216
S -0.80620 -5.26543 -2.23554 0.668
O 0.49252 -5.45099 -1.64144 -0.312
O -1.94596 -4.96749 -1.40445 -0.334
C -0.67808 -4.05120 -3.54608 -0.230
H -0.49663 -4.29850 -5.69512 0.115
H 0.70828 -5.17679 -4.75263 0.120
H -2.27221 -5.82496 -4.95749 0.117
H -0.94538 -6.86589 -5.45607 0.113
H -2.10182 -7.11973 -2.96946 0.102
H -0.35362 -7.38243 -3.18115 0.104
H 0.07955 -3.32061 -3.27101 0.110
H -1.64976 -3.56534 -3.63640 0.109
C 0.20166 5.08673 -2.45973 -0.211
C 1.46319 5.50363 -1.69167 -0.199
C 2.55636 4.48083 -2.02298 -0.210
S 2.17382 3.85696 -3.66688 0.660
O 1.85012 2.45421 -3.56707 -0.327
O 3.16798 4.29939 -4.61300 -0.326
C 0.65495 4.77926 -3.88361 -0.223
H -0.55887 5.86589 -2.44620 0.118
H -0.22645 4.19045 -2.00648 0.098
H 1.77570 6.49904 -2.01405 0.116
H 1.28473 5.54638 -0.61856 0.118
H 3.55223 4.91740 -2.04930 0.103
H 2.53603 3.62599 -1.34718 0.079
H -0.04594 4.17218 -4.45181 0.108
H 0.90247 5.68599 -4.43521 0.107
C 6.03868 0.30619 -0.56575 -0.184
C 5.78546 1.01211 -1.90547 -0.198
C 4.36788 0.64622 -2.36026 -0.188
S 3.42955 0.34307 -0.85578 0.721
O 3.02319 -1.03953 -0.81166 -0.297
O 2.46503 1.39716 -0.66458 -0.321
C 4.80046 0.57465 0.27997 -0.272
H 6.93928 0.67338 -0.07564 0.120
H 6.15662 -0.76762 -0.72553 0.123
H 5.86523 2.09259 -1.76752 0.118
H 6.51726 0.72499 -2.65852 0.116
H 3.85126 1.43602 -2.90026 0.074
H 4.35898 -0.26510 -2.95481 0.114
H 4.67583 -0.10222 1.12275 0.087
H 4.76855 1.61034 0.62055 0.114
```

The spin multiplicity is 1. The lowest unoccupied orbital energy comes out at 0.28 eV. Its calculated total energy is -3968.50028 Eh. As for the structure (SMILES): COCB1OB(I)OB(CC[C@@H](C)CCC=C(C)C)O1.O=S1(=O)CCCC1.O=S1(=O)CCCC1.O=S1(=O)CCCC1.O=S1(=O)CCCC1.



One molecule with the formula C12H16N2O6S, computed with ωB97M-V with the def2-TZVPD basis set.

```
37
Properties=species:S:1:pos:R:3:nbo_charge:R:1
O 4.62686 -0.97000 2.97660 -0.536
C 4.15562 -0.45178 2.01395 0.637
O 4.07526 -1.08849 0.78697 -0.511
C 3.85007 -0.14834 -0.28144 -0.081
C 2.43992 -0.27054 -0.97813 -0.432
C 1.66629 -1.60726 -0.65078 -0.404
C 0.18589 -1.57985 -1.18837 -0.435
C -0.82046 -0.84182 -0.23767 0.051
O -0.61582 -1.36454 1.08120 -0.526
C -1.23100 -2.63066 1.06687 0.970
O -0.94782 -3.52843 1.77195 -0.536
O -2.18260 -2.63903 0.05295 -0.515
C -2.31213 -1.25991 -0.41605 0.072
C -3.41740 -0.61957 0.51386 -0.443
C -2.97663 0.69125 1.26805 -0.536
S -3.46592 2.14324 0.24659 0.247
C -2.00903 3.11398 -0.15166 0.308
N -0.87183 3.37204 0.51777 -0.306
N -0.19811 4.21171 -0.32362 -0.282
C -0.87628 4.45590 -1.42905 0.252
O -2.06708 3.74729 -1.35230 -0.427
H 3.74877 0.59224 2.14406 0.115
H 3.94350 0.91206 0.08252 0.185
H 4.65330 -0.28897 -1.04370 0.194
H 1.78093 0.58813 -0.69474 0.203
H 2.62911 -0.28714 -2.08617 0.210
H 2.18874 -2.41754 -1.23482 0.210
H 1.75336 -1.91139 0.42045 0.238
H -0.11455 -2.64480 -1.37284 0.230
H 0.22449 -1.10023 -2.20477 0.215
H -0.77206 0.26299 -0.40326 0.217
H -2.73912 -1.27602 -1.45170 0.216
H -4.26624 -0.32243 -0.16471 0.224
H -3.86969 -1.37338 1.21218 0.246
H -1.91723 0.69982 1.61163 0.265
H -3.59980 0.74715 2.20251 0.242
H -0.65130 5.08429 -2.30432 0.226
```

The spin multiplicity is 1. For the energy relative to the best compared isomer or geometry (same formula, charge and spin), the calculation gives 332.96 kJ/mol. The lowest unoccupied orbital energy comes out at 0.36 eV. Its calculated total energy is -1425.92415 Eh. As for the structure (SMILES): O=COCCCC[C@@H]1OC(=O)O[C@H]1CCSc1nnco1.



A 9-piece molecular cluster, C17H52N10O9 overall, computed with ωB97M-V with the def2-TZVPD basis set.

```
88
Properties=species:S:1:pos:R:3:lowdin_charge:R:1
C 1.05330 1.83228 -0.46408 -0.498
O 2.30830 1.51028 0.20592 -0.152
N 0.94730 2.10328 -1.72808 0.185
N -0.09470 2.08628 0.15492 0.104
H 1.63730 1.60428 -2.28808 0.052
H 0.08630 2.46728 -2.23608 0.071
H 0.08430 2.27528 1.10692 0.038
H -0.58970 1.14328 0.24692 0.098
C 2.69430 -0.51972 -2.44808 -0.654
O 2.06730 -1.60772 -3.00408 -0.108
N 3.29230 -0.57672 -1.32408 0.159
N 2.95630 0.63628 -2.98008 0.140
H 3.05830 -1.40972 -0.70208 0.102
H 3.52430 0.28628 -0.77408 0.107
H 2.60630 0.81728 -3.90008 0.064
H 3.45130 1.36428 -2.48908 0.132
C 3.49530 -2.66872 2.27992 -0.599
O 3.15430 -2.36972 0.98192 -0.082
N 3.17230 -1.91072 3.32892 0.133
N 4.32930 -3.58572 2.64492 0.148
H 2.66130 -1.01572 3.10992 0.085
H 3.52230 -2.15172 4.24492 0.126
H 4.54630 -4.36972 1.95892 0.165
H 4.68330 -3.73972 3.57692 0.115
C 0.42330 0.68228 2.92292 -0.552
O 1.66130 0.20628 2.55592 -0.081
N 0.01130 1.92628 2.89792 0.168
N -0.50070 -0.19972 3.16892 0.155
H 0.63530 2.70928 2.71892 0.143
H -0.81170 2.24128 3.39692 0.131
H -0.13670 -1.19172 3.16792 0.107
H -1.37170 -0.03972 3.64192 0.134
C -2.09570 3.04528 -2.65908 -0.692
O -3.07670 3.03428 -3.55308 -0.064
N -2.19870 2.63328 -1.41808 0.184
N -0.97870 3.57728 -2.90508 0.131
H -3.05070 2.16128 -1.23908 0.083
H -1.39270 2.40128 -0.81308 0.037
H -0.79170 3.69328 -3.91308 0.153
H -0.36370 4.02428 -2.25708 0.127
C 2.09630 -0.70572 -6.13708 -0.018
C 1.20730 0.53628 -5.92408 -0.578
C 0.07630 0.35828 -4.86208 -0.023
O 1.91230 1.51628 -5.52008 -0.037
H 2.38930 -0.65272 -7.20708 0.088
H 1.62930 -1.64472 -5.84308 0.085
H 2.97630 -0.62772 -5.60308 0.040
H 0.81530 0.81328 -6.90308 0.132
H -0.61370 1.20128 -4.93508 0.073
H 0.44730 0.23728 -3.81908 0.052
H -0.46170 -0.51672 -5.08208 0.065
H 1.26530 2.24128 -5.39608 0.128
C -4.18170 1.92828 1.26792 -0.027
C -4.13770 3.38128 1.72592 -0.607
C -5.10070 3.67728 2.91292 -0.031
O -2.96070 3.82328 1.97392 0.002
H -4.02870 1.33828 2.14492 0.071
H -3.43970 1.78628 0.47892 0.042
H -5.16470 1.72728 0.91392 0.078
H -4.44470 3.99528 0.88292 0.137
H -5.04270 4.76728 3.06892 0.080
H -4.88870 3.21828 3.87892 0.074
H -6.13570 3.49028 2.63392 0.075
H -2.54470 4.02828 1.14792 0.093
C -0.91770 -4.21872 4.24292 -0.022
C 0.51130 -3.89572 3.85692 -0.577
C 1.01330 -4.79272 2.71692 -0.014
O 0.63830 -2.66772 3.57892 -0.037
H -1.05570 -4.85072 5.08692 0.070
H -1.48870 -4.60372 3.40592 0.084
H -1.47170 -3.37572 4.56192 0.061
H 1.09930 -4.08372 4.75592 0.140
H 0.46930 -4.54072 1.82792 0.080
H 0.92030 -5.85772 2.90992 0.085
H 2.03630 -4.69672 2.41592 0.041
H 1.54130 -2.43572 3.63192 0.024
C -1.26670 -0.75272 -1.60708 -0.002
C -1.23170 -1.03472 -0.07908 -0.576
C 0.15630 -1.57672 0.26292 -0.030
O -1.59670 -0.07372 0.64192 -0.007
H -2.27870 -0.45172 -1.86708 0.084
H -1.10770 -1.67072 -2.15208 0.088
H -0.48970 -0.12972 -1.93808 0.027
H -1.75770 -1.94472 0.23892 0.143
H 0.15030 -1.93472 1.26992 0.050
H 0.86530 -0.77172 0.07792 0.069
H 0.34830 -2.38672 -0.38208 0.083
H -1.36470 -0.27572 1.52592 0.050
```

The spin multiplicity is 1. For the energy relative to the best compared isomer or geometry (same formula, charge and spin), the calculation gives 1000.31 kJ/mol. The lowest unoccupied orbital energy comes out at 0.12 eV. Its calculated total energy is -1903.46906 Eh. As for the structure (SMILES): NC(N)=O.NC(N)=O.NC(N)=O.NC(N)=O.NC(N)=O.CC(C)O.CC(C)O.CC(C)O.CC(C)O.



Q: Among the records above, which one has the lowest calculated total energy?
A: C28H56B3IO12S4